A single C3H4F2O molecule in a non-equilibrium geometry. Source: the OMol25 dataset; level of theory: the ωB97M-V functional and the def2-TZVPD basis.

XYZ file:
```
10
C3H4F2O | the OMol25 dataset | the ωB97M-V functional and the def2-TZVPD basis
C 1.5778 0.4128 -1.1234
C 0.6001 -0.1342 -0.4939
C -1.1000 -0.4663 1.2017
O -0.1155 0.3699 0.6352
F 0.3668 -1.4387 -0.6650
F -2.2064 -0.5592 0.4426
H 2.0191 -0.1999 -1.9343
H 1.9313 1.3662 -0.8323
H -1.3006 0.1350 2.0617
H -0.6134 -1.3953 1.3336
```

expectation value of S² = 2.005
E_LUMO (alpha / beta) = 1.0 / -2.2 eV
HOMO level (alpha / beta) = -4.976 / -12.202 eV
strongest force on any atom = 14.57 eV Å⁻¹
E = -10651.9375 eV
multiplicity = 3

natural (NBO) atomic charge list, values in e, 2 entries: number 1, C, carries -0.3853; number 2, C, carries 0.4955

=====

2 unconnected molecules or ions with the total composition C6H15NO. Source: the OMol25 dataset; level of theory: the ωB97M-V functional and the def2-TZVPD basis.

XYZ file:
```
23
C6H15NO | the OMol25 dataset | the ωB97M-V functional and the def2-TZVPD basis
C 1.3358 0.4938 -2.1453
C 0.2261 -0.4042 -1.6261
C -0.1393 -1.4848 -2.6188
O -0.9634 0.3492 -1.3722
H 1.5637 1.2901 -1.4335
H 1.0464 0.9544 -3.0944
H 2.2528 -0.0780 -2.3123
H 0.5614 -0.8693 -0.6952
H 0.7028 -2.1593 -2.7801
H -0.4433 -1.0457 -3.5718
H -0.9709 -2.0809 -2.2399
H -0.7708 0.9318 -0.6260
C -1.0301 1.9717 2.2042
C 0.0124 0.8932 2.2644
C -0.2093 -0.3673 1.8925
N 0.7339 -1.4029 1.8603
H -1.9652 1.5848 1.7958
H -1.2464 2.3676 3.2011
H -0.7078 2.8151 1.5832
H 0.9881 1.1527 2.6559
H -1.1685 -0.6530 1.4807
H 0.3173 -2.3045 2.0874
H 1.5207 -1.2350 2.4794
```

expectation value of S² = 0.750
total charge = -1
E_LUMO (alpha / beta) = 3.8 / 3.7 eV
HOMO level (alpha / beta) = 1.337 / -4.525 eV
strongest force on any atom = 0.36 eV Å⁻¹
E = -10001.0752 eV
multiplicity = 2

natural (NBO) atomic charge list, values in e, 2 entries: number 1, C, carries -0.6578; number 2, C, carries 0.0397

=====

2 unconnected molecules or ions with the total composition C2H4ClO in a non-equilibrium geometry. Source: the OMol25 dataset; level of theory: the ωB97M-V functional and the def2-TZVPD basis.

XYZ file:
```
8
C2H4ClO | the OMol25 dataset | the ωB97M-V functional and the def2-TZVPD basis
C 1.4709 -0.5266 0.0337
C -1.3865 0.5389 -0.0155
O 0.7350 0.0418 -0.6700
Cl -2.1761 -0.5975 -0.7801
H 2.4823 -0.7947 -0.2474
H 1.1304 -0.8531 1.0611
H -0.9773 1.4355 -0.4254
H -1.2788 0.7557 1.0437
```

total charge = +1
E_LUMO (alpha / beta) = -7.1 / -7.1 eV
HOMO level (alpha / beta) = -15.760 / -15.760 eV
strongest force on any atom = 4.76 eV Å⁻¹
E = -16697.8405 eV

natural (NBO) atomic charge list, values in e, 2 entries: number 1, C, carries 0.3478; number 2, C, carries -0.0579

=====

Question: Among the records above, which one has the highest strongest force on any atom?
Answer: C3H4F2O

=====

Repeat the second record exactly.
2 unconnected molecules or ions with the total composition C6H15NO. Source: the OMol25 dataset; level of theory: the ωB97M-V functional and the def2-TZVPD basis.

XYZ file:
```
23
C6H15NO | the OMol25 dataset | the ωB97M-V functional and the def2-TZVPD basis
C 1.3358 0.4938 -2.1453
C 0.2261 -0.4042 -1.6261
C -0.1393 -1.4848 -2.6188
O -0.9634 0.3492 -1.3722
H 1.5637 1.2901 -1.4335
H 1.0464 0.9544 -3.0944
H 2.2528 -0.0780 -2.3123
H 0.5614 -0.8693 -0.6952
H 0.7028 -2.1593 -2.7801
H -0.4433 -1.0457 -3.5718
H -0.9709 -2.0809 -2.2399
H -0.7708 0.9318 -0.6260
C -1.0301 1.9717 2.2042
C 0.0124 0.8932 2.2644
C -0.2093 -0.3673 1.8925
N 0.7339 -1.4029 1.8603
H -1.9652 1.5848 1.7958
H -1.2464 2.3676 3.2011
H -0.7078 2.8151 1.5832
H 0.9881 1.1527 2.6559
H -1.1685 -0.6530 1.4807
H 0.3173 -2.3045 2.0874
H 1.5207 -1.2350 2.4794
```

expectation value of S² = 0.750
total charge = -1
E_LUMO (alpha / beta) = 3.8 / 3.7 eV
HOMO level (alpha / beta) = 1.337 / -4.525 eV
strongest force on any atom = 0.36 eV Å⁻¹
E = -10001.0752 eV
multiplicity = 2

natural (NBO) atomic charge list, values in e, 2 entries: number 1, C, carries -0.6578; number 2, C, carries 0.0397

=====

Question: Number 2 is which compound?
Answer: C6H15NO

=====

Question: What is the E in the second record?
Answer: -10001.0752 eV